# C31H30BrCaN3S

C31H30BrCaN3S as an isolated structure (wB97M-V/def2-TZVPD, the Open Molecules 2025 dataset).

- HOMO-LUMO gap: 6.95 eV
- Energy relative to the best compared isomer or geometry (same formula, charge and spin): 0.0 kcal/mol
- Maximum force: 0.002 Eh/bohr
- DFT total energy: -136423.74270 eV
- Lowest unoccupied orbital energy: -0.73 eV
- Charge: 0

Cartesian coordinates (Å):
Ca (-0.580, -1.035, -1.443)
C (1.879, 0.360, 1.932)
C (2.592, 0.841, 0.699)
C (3.979, 0.914, 0.670)
C (4.648, 1.358, -0.459)
C (3.931, 1.740, -1.580)
C (2.542, 1.681, -1.596)
C (1.758, 2.118, -2.800)
C (1.892, 1.225, -0.449)
N (0.466, 1.085, -0.468)
C (-0.266, 1.949, 0.108)
C (0.230, 3.214, 0.741)
C (-1.753, 1.661, 0.198)
C (-2.650, 2.745, 0.717)
N (-2.142, 0.498, -0.134)
C (-3.510, 0.110, 0.041)
C (-3.827, -0.562, 1.226)
C (-2.799, -0.728, 2.313)
C (-5.123, -1.030, 1.387)
C (-6.077, -0.830, 0.400)
C (-5.742, -0.144, -0.753)
C (-4.455, 0.345, -0.954)
C (-4.129, 1.129, -2.195)
H (2.592, -0.065, 2.637)
H (1.146, -0.414, 1.696)
H (1.360, 1.178, 2.440)
H (4.537, 0.601, 1.544)
H (5.729, 1.399, -0.466)
H (4.450, 2.088, -2.465)
H (2.429, 2.403, -3.609)
H (1.117, 2.973, -2.574)
H (1.108, 1.321, -3.165)
H (1.301, 3.329, 0.598)
H (0.012, 3.216, 1.811)
H (-0.282, 4.075, 0.308)
H (-2.341, 3.060, 1.714)
H (-3.682, 2.409, 0.755)
H (-2.583, 3.621, 0.068)
H (-2.595, 0.223, 2.812)
H (-1.848, -1.097, 1.925)
H (-3.152, -1.427, 3.069)
H (-5.383, -1.559, 2.296)
H (-7.081, -1.211, 0.533)
H (-6.486, 0.017, -1.524)
H (-4.632, 0.703, -3.062)
H (-3.064, 1.150, -2.416)
H (-4.469, 2.164, -2.091)
Br (2.035, -1.621, -2.772)
C (2.971, -2.070, -1.162)
C (4.330, -2.033, -1.216)
C (5.070, -2.389, -0.068)
C (4.420, -2.785, 1.063)
C (3.003, -2.837, 1.113)
C (2.336, -3.287, 2.280)
C (0.974, -3.355, 2.302)
C (0.226, -2.926, 1.179)
C (0.790, -2.443, 0.013)
C (2.223, -2.450, -0.012)
H (4.837, -1.737, -2.124)
H (6.151, -2.356, -0.101)
H (4.981, -3.080, 1.943)
H (2.927, -3.592, 3.135)
H (0.463, -3.724, 3.185)
H (-0.858, -2.991, 1.267)
S (-1.181, -0.042, -4.248)
C (-2.116, -1.166, -3.478)
N (-2.623, -1.914, -2.735)